Computed, not measured: a molecular structure, C27H46FGaN6O3SSi2, with wB97M-V/def2-TZVPD.

Positions of all 87 atoms, in Å:
Ga: -5.74 -15.13 8.07
S: -4.86 -11.93 4.68
Si: -6.29 -13.20 10.49
Si: -8.74 -14.46 8.99
F: -4.41 -21.63 9.91
O: -4.74 -16.78 8.95
O: -4.05 -14.40 7.80
O: -1.92 -13.81 8.30
N: -5.70 -14.92 3.20
N: -6.15 -13.51 6.61
N: -0.52 -24.67 11.21
N: -0.79 -17.92 8.26
N: -1.62 -22.33 10.15
N: -6.10 -16.47 6.58
C: -3.04 -18.44 8.87
C: -1.16 -16.58 8.20
C: 1.18 -17.75 6.72
C: -0.88 -24.57 9.75
C: 0.62 -18.20 8.03
C: -2.80 -14.67 8.10
C: -1.69 -18.88 8.68
C: -2.11 -21.09 9.63
C: -9.93 -14.49 10.45
C: -2.47 -16.12 8.33
C: -3.48 -17.05 8.65
C: -5.57 -12.84 5.82
C: -5.42 -16.18 5.30
C: -2.02 -23.58 9.57
C: -3.47 -20.68 9.62
C: -3.96 -19.43 9.35
C: -6.99 -14.75 9.56
C: -0.11 -23.39 11.78
C: -9.13 -12.79 8.18
C: -1.26 -22.35 11.55
C: 0.90 -19.18 6.92
C: -9.31 -15.84 7.87
C: -6.45 -15.65 4.26
C: -4.84 -13.97 11.59
C: -7.30 -12.25 11.70
C: -1.28 -20.15 9.02
C: -5.74 -11.82 9.29
H: -2.17 -23.47 8.50
H: -6.39 -14.63 2.48
H: -8.78 -12.94 7.12
H: -7.13 -14.92 4.75
H: -4.55 -13.37 12.47
H: -1.17 -25.65 9.47
H: -4.98 -19.19 9.57
H: -8.88 -15.88 6.79
H: -5.82 -17.39 6.92
H: -5.00 -15.57 2.78
H: -6.79 -11.31 11.86
H: -7.13 -16.42 6.36
H: 0.42 -17.24 6.07
H: -1.29 -25.10 11.74
H: 1.58 -19.88 7.24
H: 0.02 -19.51 6.39
H: -8.66 -11.96 8.67
H: -4.86 -17.13 4.95
H: 0.02 -23.50 12.85
H: -2.11 -22.63 12.21
H: -8.36 -12.00 11.41
H: -10.98 -14.61 10.08
H: -7.36 -12.69 12.70
H: -10.42 -15.82 7.83
H: 0.04 -24.33 9.24
H: -6.40 -11.67 8.47
H: -5.56 -10.90 9.83
H: 2.14 -17.34 6.82
H: -5.33 -14.01 3.55
H: 0.21 -25.39 11.28
H: -7.11 -16.41 3.86
H: -6.89 -15.66 10.18
H: -0.95 -21.36 11.90
H: 1.35 -18.20 8.91
H: -4.71 -15.34 5.42
H: -0.24 -20.43 8.83
H: -10.01 -13.59 11.01
H: -0.34 -15.89 7.92
H: -9.90 -15.26 11.25
H: 0.80 -23.06 11.33
H: -9.07 -16.87 8.23
H: -4.76 -12.04 8.79
H: -2.91 -24.01 10.01
H: -5.22 -14.98 11.83
H: -10.23 -12.67 8.25
H: -3.86 -14.19 11.00

Kohn-Sham gap = 0.2534 Eh
energy above the lowest of the compared OMol25 structures with the same formula, charge and spin = 0.0 kJ/mol
E_LUMO = -0.1994 Eh
total energy = -4612.0702 hartree
charge = +2
max |F| = 3.15 eV/Å



Computed, not measured: a molecular structure, C27H46N2O5S, with wB97M-V/def2-TZVPD.

Positions of all 81 atoms, in Å:
S: -4.12 4.36 2.94
O: 1.57 2.03 2.62
O: 2.58 -6.47 -1.15
O: 0.86 -1.85 -2.14
O: 0.51 -0.97 -4.11
O: 0.67 -6.03 -0.18
N: -3.27 5.65 3.33
N: -3.45 3.98 1.52
C: 1.45 5.00 -1.00
C: 2.89 2.26 2.18
C: -1.63 1.45 -1.16
C: -0.41 0.78 2.09
C: 0.28 2.93 -1.91
C: -0.55 -6.83 1.78
C: -2.43 -0.72 1.67
C: 1.16 -2.97 -1.30
C: -0.61 -6.42 0.33
C: -3.03 -0.04 0.41
C: -1.43 6.90 2.26
C: 0.33 6.05 -1.00
C: -0.18 1.50 -1.61
C: -1.62 4.97 0.20
C: 2.64 -3.14 -1.08
C: -0.92 -0.63 1.83
C: 1.07 0.73 2.44
C: -2.13 0.03 -0.84
C: 0.89 -1.92 -3.49
C: 1.60 -6.90 -0.62
C: 1.40 -8.38 -0.38
C: -0.66 5.95 0.12
C: -2.50 4.90 1.32
C: 1.46 -3.14 -4.16
C: 1.03 3.56 -0.74
C: -2.39 5.86 2.34
C: -0.60 6.92 1.17
H: -2.78 -1.74 1.73
H: 2.21 5.27 -0.27
H: -0.18 6.09 -1.96
H: 0.81 7.02 -0.89
H: 2.83 -3.96 -0.39
H: -1.05 -7.20 -0.30
H: -0.15 -6.01 2.38
H: 1.94 2.97 -0.63
H: -1.31 -0.68 -0.81
H: -3.91 -0.62 0.14
H: 0.69 -3.88 -1.68
H: -1.73 2.05 -0.25
H: -0.37 -1.08 1.00
H: 0.37 -8.68 -0.25
H: -1.55 -7.07 2.15
H: 1.19 0.12 3.34
H: 2.49 -2.94 -4.44
H: -0.65 -1.22 2.71
H: -2.75 -0.27 -1.68
H: -2.85 -0.22 2.54
H: 0.12 7.72 1.12
H: 3.17 -3.35 -2.01
H: -0.96 1.25 2.90
H: 1.43 -4.05 -3.56
H: -2.29 1.90 -1.89
H: 3.55 2.48 3.01
H: 3.31 1.42 1.64
H: 1.97 -8.66 0.50
H: 0.98 2.89 -2.75
H: -1.38 7.62 3.05
H: -3.41 0.94 0.67
H: -0.49 1.41 1.21
H: 1.80 -8.91 -1.24
H: -0.10 0.93 -2.53
H: -0.57 3.53 -2.23
H: 1.58 0.21 1.62
H: 0.67 -2.75 -0.35
H: 3.07 -2.23 -0.66
H: 2.89 3.13 1.53
H: 1.92 5.02 -1.98
H: 0.48 1.02 -0.88
H: -1.71 4.24 -0.58
H: 0.50 3.45 0.20
H: 0.09 -7.69 1.94
H: -1.24 -5.54 0.21
H: 0.89 -3.33 -5.07

Kohn-Sham gap = 0.3096 Eh
E_LUMO = -0.0080 Eh
total energy = -1940.2831 hartree
max |F| = 1.23 eV/Å